## i
{
  "formula": "C2H8NS",
  "method": "ωB97M-V/def2-TZVPD",
  "e_homo_ev": -2.57,
  "charge": -1,
  "lumo_ev": 4.1362,
  "orbital_gap_ev": 6.71,
  "symbols": ["S", "H", "C", "N", "C", "H", "H", "H", "H", "H", "H", "H"],
  "positions_angstrom": [[-1.82, 2.15, -1.45], [-1.34, 3.43, -1.44], [-0.18, 0.19, 1.10], [0.18, -1.21, 0.72], [1.02, -1.17, -0.50], [0.71, 0.66, 1.54], [-0.58, 0.72, 0.22], [-0.99, 0.11, 1.83], [-0.72, -1.55, 0.39], [0.41, -1.04, -1.40], [1.69, -2.02, -0.50], [1.62, -0.26, -0.51]],
  "lowdin_charge": [-0.308, -0.467, -0.181, -0.201, -0.167, 0.064, -0.061, 0.063, 0.069, 0.072, 0.051, 0.066]
}


## ii
{
  "formula": "C2H8NS",
  "method": "ωB97M-V/def2-TZVPD",
  "e_homo_ev": -2.39,
  "charge": -1,
  "lumo_ev": 4.3975,
  "orbital_gap_ev": 6.79,
  "symbols": ["N", "H", "H", "H", "C", "C", "S", "H", "H", "H", "H", "H"],
  "positions_angstrom": [[-0.86, 1.48, 2.42], [-0.15, 0.87, 2.81], [-1.00, 1.12, 1.47], [-0.42, 2.38, 2.29], [1.05, -1.05, -1.18], [-0.44, -0.61, -1.07], [-0.68, 1.19, -1.06], [1.65, -0.14, -1.24], [1.32, -1.53, -2.13], [1.35, -1.62, -0.30], [-0.80, -1.04, -0.13], [-1.02, -1.05, -1.88]],
  "lowdin_charge": [-0.026, -0.022, -0.096, -0.022, -0.233, -0.832, 0.114, 0.015, 0.040, 0.038, 0.014, 0.011]
}


Computed relative energies in units of kcal/mol: i 11.1; ii 0.0


## i
{
  "formula": "C2H8NS",
  "method": "ωB97M-V/def2-TZVPD",
  "e_homo_ev": -2.65,
  "charge": -1,
  "lumo_ev": 4.1076,
  "orbital_gap_ev": 6.76,
  "symbols": ["S", "H", "C", "N", "C", "H", "H", "H", "H", "H", "H", "H"],
  "positions_angstrom": [[2.04, -0.05, 0.75], [2.62, 0.52, -0.31], [-1.51, 0.36, -1.67], [-1.18, -0.53, -0.49], [-1.41, 0.06, 0.82], [-1.15, -0.28, -2.52], [-2.61, 0.66, -1.88], [-0.89, 1.34, -1.67], [-0.23, -0.85, -0.55], [-2.58, 0.07, 1.01], [-0.99, 1.06, 0.90], [-1.01, -0.62, 1.64]],
  "lowdin_charge": [-0.253, -0.487, -0.170, -0.223, -0.250, 0.058, 0.074, 0.076, -0.007, 0.084, 0.028, 0.071]
}


## ii
{
  "formula": "C2H8NS",
  "method": "ωB97M-V/def2-TZVPD",
  "e_homo_ev": -2.61,
  "charge": -1,
  "lumo_ev": 4.0126,
  "orbital_gap_ev": 6.62,
  "symbols": ["S", "H", "C", "N", "C", "H", "H", "H", "H", "H", "H", "H"],
  "positions_angstrom": [[-0.84, 0.98, -2.92], [-0.54, 2.27, -3.19], [-0.45, -1.29, 1.02], [0.27, -0.61, -0.07], [0.80, 0.65, 0.40], [0.30, -1.87, 1.58], [-0.91, -0.63, 1.76], [-1.19, -1.95, 0.55], [-0.37, -0.43, -0.85], [1.48, 1.09, -0.32], [1.42, 0.43, 1.30], [0.04, 1.36, 0.76]],
  "lowdin_charge": [-0.278, -0.477, -0.175, -0.199, -0.213, 0.059, 0.057, 0.067, -0.030, 0.059, 0.063, 0.067]
}


## iii
{
  "formula": "C2H8NS",
  "method": "ωB97M-V/def2-TZVPD",
  "e_homo_ev": -2.49,
  "charge": -1,
  "lumo_ev": 3.8467,
  "orbital_gap_ev": 6.34,
  "symbols": ["S", "H", "C", "C", "N", "H", "H", "H", "H", "H", "H", "H"],
  "positions_angstrom": [[-0.32, 0.50, -3.34], [-0.69, -0.83, -3.39], [0.01, 1.17, 0.27], [0.41, -0.07, 1.15], [-0.47, -1.17, 0.63], [0.86, 1.88, 0.29], [-0.05, 0.68, -0.79], [-1.01, 1.53, 0.68], [1.53, -0.14, 1.12], [0.36, -0.14, 2.23], [-0.12, -1.54, -0.19], [-0.53, -1.87, 1.34]],
  "lowdin_charge": [-0.326, -0.464, -0.149, -0.360, -0.008, 0.048, -0.032, 0.082, 0.086, 0.070, 0.019, 0.032]
}


Computed relative energies in units of kcal/mol: i 8.2; ii 0.0; iii 12.7


## i
{
  "formula": "C4H10NO",
  "method": "ωB97M-V/def2-TZVPD",
  "e_homo_ev": -2.30,
  "smiles": "C[C@@H](N)CC[O-]",
  "charge": -1,
  "lumo_ev": 4.3572,
  "orbital_gap_ev": 6.66,
  "symbols": ["C", "C", "C", "C", "O", "N", "H", "H", "H", "H", "H", "H", "H", "H", "H", "H"],
  "positions_angstrom": [[0.61, 1.56, 0.43], [0.52, 0.29, -0.39], [-0.24, -0.83, 0.35], [-1.83, -0.62, 0.24], [-2.23, 0.57, 0.73], [1.84, -0.19, -0.79], [1.34, 2.27, 0.00], [0.92, 1.42, 1.50], [-0.42, 1.97, 0.52], [-0.05, 0.49, -1.32], [0.02, -1.23, 1.34], [-0.16, -1.72, -0.32], [-2.27, -1.57, 0.64], [-1.91, -0.75, -0.87], [2.05, -1.09, -0.35], [1.81, -0.57, -1.74]],
  "lowdin_charge": [-0.113, -0.482, -0.204, -0.552, -0.351, -0.014, 0.057, 0.075, 0.063, 0.132, 0.091, 0.081, 0.066, 0.059, 0.044, 0.048]
}


## ii
{
  "formula": "C4H10NO",
  "method": "ωB97M-V/def2-TZVPD",
  "e_homo_ev": -2.57,
  "charge": -1,
  "lumo_ev": 4.5360,
  "orbital_gap_ev": 7.10,
  "symbols": ["N", "C", "C", "C", "H", "H", "H", "H", "H", "H", "H", "C", "O", "H", "H", "H"],
  "positions_angstrom": [[-1.01, -0.02, -1.77], [-1.31, 0.37, -0.41], [-0.96, -1.19, 1.54], [-1.63, -0.90, 0.37], [-0.09, -0.47, -1.69], [-0.90, 0.74, -2.41], [-2.13, 1.08, -0.37], [-0.38, 0.72, 0.18], [-1.24, -2.13, 1.98], [0.01, -0.65, 1.72], [-2.42, -1.63, 0.07], [2.45, 0.83, 0.16], [1.33, 0.00, 0.41], [2.17, 1.92, 0.11], [3.23, 0.73, 0.95], [2.88, 0.62, -0.84]],
  "lowdin_charge": [-0.033, -0.351, -0.034, -0.202, 0.062, 0.029, 0.083, 0.088, 0.014, 0.036, 0.072, -0.386, -0.464, 0.033, 0.028, 0.024]
}


Computed relative energies in units of kcal/mol: i 0.0; ii 20.3


## i
{
  "formula": "C4H10NO",
  "method": "ωB97M-V/def2-TZVPD",
  "e_homo_ev": -2.25,
  "smiles": "CCCNC[O-]",
  "charge": -1,
  "lumo_ev": 4.0330,
  "orbital_gap_ev": 6.29,
  "symbols": ["C", "N", "C", "O", "C", "C", "H", "H", "H", "H", "H", "H", "H", "H", "H", "H"],
  "positions_angstrom": [[0.12, 0.23, 0.51], [0.58, -1.06, 0.94], [1.92, -1.57, 0.36], [2.05, -1.36, -0.94], [-1.04, 0.31, -0.56], [-1.55, 1.74, -0.62], [1.00, 0.68, 0.02], [-0.15, 0.77, 1.43], [-0.08, -1.82, 0.84], [1.94, -2.66, 0.63], [2.71, -1.01, 0.90], [-0.61, -0.04, -1.49], [-1.83, -0.39, -0.25], [-2.38, 1.78, -1.30], [-0.78, 2.46, -0.88], [-1.89, 1.95, 0.42]],
  "lowdin_charge": [-0.300, -0.106, -0.573, -0.352, -0.253, -0.146, 0.104, 0.086, 0.057, 0.067, 0.061, 0.089, 0.091, 0.046, 0.062, 0.065]
}


## ii
{
  "formula": "C4H10NO",
  "method": "ωB97M-V/def2-TZVPD",
  "e_homo_ev": -2.37,
  "smiles": "CC(C)NC[O-]",
  "charge": -1,
  "lumo_ev": 4.2651,
  "orbital_gap_ev": 6.64,
  "symbols": ["C", "C", "C", "N", "C", "O", "H", "H", "H", "H", "H", "H", "H", "H", "H", "H"],
  "positions_angstrom": [[0.35, -0.41, -1.53], [-0.61, -0.44, -0.28], [-0.18, -1.41, 0.78], [-0.84, 0.92, 0.18], [0.56, 1.76, 0.61], [0.77, 1.65, 1.89], [0.55, 0.60, -1.83], [1.26, -0.92, -1.18], [-0.14, -1.06, -2.25], [-1.57, -0.84, -0.73], [0.61, -0.93, 1.38], [-0.93, -1.71, 1.51], [0.10, -2.34, 0.25], [-1.51, 0.98, 0.93], [1.39, 1.37, -0.01], [0.18, 2.77, 0.30]],
  "lowdin_charge": [-0.090, -0.541, -0.113, -0.060, -0.493, -0.340, 0.051, 0.060, 0.051, 0.107, 0.070, 0.061, 0.062, 0.053, 0.066, 0.056]
}


## iii
{
  "formula": "C4H10NO",
  "method": "ωB97M-V/def2-TZVPD",
  "e_homo_ev": -1.36,
  "smiles": "CC(C)(C)N[O-]",
  "charge": -1,
  "lumo_ev": 4.0319,
  "orbital_gap_ev": 5.39,
  "symbols": ["C", "C", "C", "C", "N", "O", "H", "H", "H", "H", "H", "H", "H", "H", "H", "H"],
  "positions_angstrom": [[-1.13, 1.03, -0.46], [-0.04, -1.31, -0.62], [0.00, -0.04, 1.44], [0.04, 0.17, -0.04], [1.36, 0.73, -0.35], [2.39, -0.15, -0.04], [-1.17, 1.98, -0.06], [-1.04, 1.28, -1.51], [-2.05, 0.67, -0.17], [1.08, -1.62, -0.47], [-0.30, -1.49, -1.71], [-0.70, -1.79, 0.03], [1.10, -0.23, 1.51], [-0.33, 0.77, 2.04], [-0.58, -0.84, 1.70], [1.37, 0.84, -1.28]],
  "lowdin_charge": [-0.066, -0.075, -0.087, -0.627, -0.211, -0.437, 0.034, 0.068, 0.047, 0.090, 0.069, 0.009, 0.083, 0.055, 0.026, 0.020]
}


Computed relative energies in units of kcal/mol: i 0.0; ii 8.8; iii 50.7


## i
{
  "formula": "C3H10N2S",
  "method": "ωB97M-V/def2-TZVPD",
  "e_homo_ev": -8.86,
  "smiles": "NCCS.C=N",
  "lumo_ev": 0.4465,
  "orbital_gap_ev": 9.31,
  "symbols": ["C", "C", "S", "N", "H", "H", "H", "H", "H", "H", "C", "N", "H", "H", "H", "H"],
  "positions_angstrom": [[1.68, 0.63, 1.97], [0.25, 0.93, 1.49], [-0.49, -0.51, 0.56], [2.63, 0.37, 0.88], [1.71, -0.23, 2.72], [1.93, 1.58, 2.51], [0.23, 1.80, 0.86], [-0.39, 1.09, 2.37], [2.82, 1.27, 0.44], [2.23, -0.24, 0.17], [-1.64, -0.91, -3.15], [-2.13, 0.04, -2.38], [-0.49, -0.82, -3.24], [-2.19, -1.73, -3.68], [-2.83, -0.38, -1.74], [-0.39, -0.88, -0.72]],
  "lowdin_charge": [-0.376, -0.508, 0.657, -0.028, 0.120, 0.116, 0.057, 0.071, 0.063, 0.038, -0.153, -0.031, 0.077, 0.069, 0.040, -0.212]
}


## ii
{
  "formula": "C3H10N2S",
  "method": "ωB97M-V/def2-TZVPD",
  "e_homo_ev": -8.33,
  "smiles": "NCNCCS",
  "lumo_ev": 0.9239,
  "orbital_gap_ev": 9.26,
  "symbols": ["C", "C", "S", "N", "C", "N", "H", "H", "H", "H", "H", "H", "H", "H", "H", "H"],
  "positions_angstrom": [[0.60, 0.63, -0.74], [-0.44, 0.69, 0.45], [-0.57, 2.22, 1.56], [0.57, -0.69, -1.41], [0.06, -1.82, -0.51], [0.37, -3.09, -0.97], [1.61, 0.94, -0.50], [0.23, 1.44, -1.39], [-1.32, 0.29, 0.00], [0.02, 0.05, 1.11], [-1.63, 2.80, 0.98], [1.46, -0.99, -1.94], [-0.95, -1.85, -0.46], [0.51, -1.55, 0.48], [0.16, -3.71, -0.32], [1.22, -3.37, -1.42]],
  "lowdin_charge": [-0.285, -0.521, 0.676, -0.068, -0.325, 0.034, 0.096, 0.093, 0.073, -0.012, -0.172, 0.138, 0.074, 0.111, 0.012, 0.074]
}


Computed relative energies in units of kcal/mol: i 16.4; ii 0.0


## i
{
  "formula": "C3H10N2S",
  "method": "ωB97M-V/def2-TZVPD",
  "e_homo_ev": -8.95,
  "smiles": "NC[C@H](N)CS",
  "lumo_ev": 0.9287,
  "orbital_gap_ev": 9.88,
  "symbols": ["N", "C", "C", "S", "C", "N", "H", "H", "H", "H", "H", "H", "H", "H", "H", "H"],
  "positions_angstrom": [[0.51, 0.04, -1.59], [0.23, 0.16, -0.11], [1.01, -0.87, 0.61], [2.90, -0.49, 0.89], [-1.35, 0.05, 0.30], [-2.26, 1.06, -0.15], [-0.20, 0.65, -1.90], [1.31, 0.69, -1.70], [0.51, 1.16, 0.39], [1.05, -1.86, 0.04], [0.72, -1.08, 1.75], [3.37, -1.83, 1.12], [-1.97, -0.69, -0.25], [-1.34, -0.27, 1.44], [-1.92, 1.97, 0.29], [-2.56, 1.31, -1.10]],
  "lowdin_charge": [0.045, -0.486, -0.522, 0.549, -0.275, -0.053, 0.026, 0.080, 0.143, 0.085, 0.095, -0.110, 0.112, 0.141, 0.089, 0.082]
}


## ii
{
  "formula": "C3H10N2S",
  "method": "ωB97M-V/def2-TZVPD",
  "e_homo_ev": -8.47,
  "smiles": "C/N=C/N.CS",
  "lumo_ev": 0.8853,
  "orbital_gap_ev": 9.35,
  "symbols": ["C", "N", "C", "N", "H", "H", "H", "H", "H", "H", "H", "C", "S", "H", "H", "H"],
  "positions_angstrom": [[-0.67, -2.12, -0.48], [0.78, 0.94, -1.77], [-0.02, -0.17, -1.57], [0.20, -0.98, -0.62], [-0.51, -2.84, -1.29], [-1.74, -1.84, -0.47], [-0.45, -2.63, 0.45], [1.12, 1.39, -0.94], [0.44, 1.59, -2.46], [-0.85, -0.28, -2.26], [0.99, -0.34, 0.94], [0.04, 1.52, 2.10], [1.46, 0.41, 1.99], [0.34, 2.40, 2.66], [-0.33, 1.90, 1.13], [-0.81, 1.05, 2.60]],
  "lowdin_charge": [-0.132, 0.090, -0.308, -0.088, 0.074, 0.077, 0.066, 0.071, 0.079, 0.131, -0.188, -0.521, 0.598, 0.014, 0.017, 0.018]
}


Computed relative energies in units of kcal/mol: i 38.1; ii 0.0